Formula: C35H29FNO11S
Source: OMol25
Level of theory: ωB97M-V/def2-TZVPD

Output
**Maximum force**: 6.1 eV Å⁻¹
**Electronic energy**: -74324.5622 eV
**Frontier orbital gap**: 2.5 eV

```
! RIJCOSX wB97M-V def2-TZVPD def2/J DEFGRID3
* xyz -1 1
C 0.18338 1.62546 -5.80084
H -6.58628 5.09613 -5.83222
C -3.88724 5.41596 -3.62569
O 3.46743 3.73313 -4.87860
O 4.23504 -4.49868 4.94802
H -4.10053 -2.42538 5.16913
C -5.53056 -1.92163 3.69304
O -0.83484 4.62668 -3.22188
C 4.43061 0.98375 -2.85048
C 3.26089 -5.85158 6.60855
S 2.43618 -1.85803 3.84656
C -3.10518 -1.88738 3.28690
C -6.70913 5.85876 -3.86063
H 0.65230 3.25037 -7.19571
H 1.71942 -0.99511 0.76410
H -6.40915 -2.07639 4.30789
H 2.58235 -6.99587 8.25611
H 6.27679 -4.76578 8.90640
C -3.34944 -1.44933 1.88420
C 1.82968 -2.02808 1.07063
H -2.82147 5.21690 -3.62024
O -6.90925 -1.31920 1.88582
H -1.13902 -3.22684 -1.26249
H -7.77349 6.05719 -3.86533
H 2.59621 4.46339 -2.54484
C 0.44837 -2.55505 1.45385
C 3.23736 2.75115 -1.47506
H 0.11074 -2.13143 2.38048
C -0.04792 4.02667 -5.35647
O 0.49418 0.73940 -6.56909
C -0.53605 3.72828 -3.98973
H 0.53018 -3.65265 1.61954
C -0.25988 -2.77061 -0.79738
C 4.28489 1.73419 -3.93913
H 4.92179 0.01952 -2.87177
C 4.44031 -5.94995 8.75800
C -5.98251 6.19106 -2.60824
O 4.06127 0.75504 -0.53686
N -0.58905 -2.26532 0.49136
H -0.98773 2.10632 -2.58602
C 0.28574 3.05273 -6.19657
C 0.12961 -1.61135 -1.72418
C -4.59380 -1.26513 1.43622
C 5.40914 -4.55480 6.98626
C -5.77410 -1.48614 2.29543
H 0.02698 5.07323 -5.62301
O -6.56465 6.65962 -1.65256
O -0.51982 -0.69658 -1.88711
C -0.29992 1.33156 -4.42915
O -4.03635 4.62071 -5.83688
C -4.29773 -2.10771 4.15227
C 4.29679 -4.93005 6.07788
H 4.64833 1.42366 -4.91054
C 3.32762 -6.32363 7.85050
C 3.09236 3.50071 -2.56481
H -0.35961 0.28847 -4.14453
H -4.01121 6.17694 -1.65420
C 3.60563 3.05141 -3.88245
C -4.52322 5.92889 -2.57520
H 6.15279 -3.88074 6.58069
H 2.19297 -2.54593 0.19370
H 2.60832 -3.02339 4.47053
H 0.51579 -3.54865 -0.77820
O 4.50331 -6.38219 9.89040
C 2.94270 -2.15437 2.11767
H -4.79626 -0.94662 0.42144
C -0.63590 2.30776 -3.59070
H 2.86919 3.05998 -0.50503
O -1.99170 -2.05808 3.72821
C 5.47476 -5.02738 8.22789
F 1.34102 -1.63166 -2.37085
H 2.45760 -6.11117 5.93039
C -4.61349 5.08543 -4.87579
C -6.07526 5.34583 -4.91077
H 3.67769 -1.39565 1.90890
H -2.46761 -1.30432 1.25231
C 3.92085 1.43300 -1.52966
H 3.44081 -3.10943 2.07961
*
```

Formula: C35H29N3O2PRhSe2
Source: OMol25
Level of theory: ωB97M-V/def2-TZVPD

Output
**Maximum force**: 1.5 eV Å⁻¹
**Electronic energy**: -188309.1309 eV
**Frontier orbital gap**: 6.3 eV

```
! RIJCOSX wB97M-V def2-TZVPD def2/J DEFGRID3
* xyz 2 1
H 4.13601 -3.82183 -3.76133
H 5.09372 -1.87939 4.43176
C -4.07782 -0.33318 -0.74977
C -3.14963 -0.93278 3.56642
C 2.86924 -0.74363 -3.15182
H -0.16615 6.65633 -2.77137
C 4.59866 -2.61254 -2.05257
H -5.51189 -3.50852 0.93773
H 3.16167 -0.81716 5.55623
C 3.95382 -2.88655 -3.24867
H 2.94692 -1.89110 0.72809
C 3.32096 0.85872 -1.25741
C -3.58979 0.83907 -1.56018
C 4.20172 -1.64418 3.86562
H 0.13246 -2.95936 3.28972
C 3.08625 -1.94993 -3.79795
C -3.77651 -2.29392 0.61340
C 3.50177 -0.47227 -1.94204
H -6.99142 -2.03606 -0.39812
H 4.87194 -1.19230 -0.46156
C -0.79074 -2.39737 3.35258
O -3.57539 3.18791 -1.63336
H -3.12027 -2.93550 1.19087
C 2.99669 -1.64901 1.78277
C 3.11485 -1.05276 4.50158
H -2.28011 5.46469 -2.17698
H 3.45784 0.75542 -0.17950
C 4.27156 1.93138 -1.84225
C -3.26709 -1.14998 0.00893
H -4.84310 2.16518 -0.34741
H -6.08943 -0.03974 -1.48701
H 1.12361 -0.30944 4.28662
N 1.98662 1.47725 -1.48349
H -1.73886 -3.82789 4.62777
C 1.05051 3.59899 -2.09920
C -1.84042 -2.88274 4.11151
C -2.11084 -0.44421 2.79285
N -2.19374 1.41772 -1.41558
C 4.36606 -1.41019 -1.39664
C 1.96650 -0.76935 3.78664
C 1.90389 -1.07466 2.42030
H 2.58457 -2.15793 -4.73398
H 2.21298 -0.00659 -3.60323
C -3.02175 -2.15664 4.20840
O 3.40580 3.07231 -2.14767
H -2.21045 0.50989 2.29301
Se 0.22297 1.48877 1.11880
H -3.84503 -2.54560 4.79364
H 4.98940 -2.40308 2.02466
H 1.99827 5.40331 -2.76514
Rh -0.00746 1.02273 -1.21922
H 5.28530 -3.33425 -1.62884
C -5.94555 -1.78794 -0.27461
C -5.43142 -0.66082 -0.88841
H -4.06593 -0.36560 3.65913
H 5.03504 2.26660 -1.14806
C -1.32542 4.95752 -2.16188
C -0.14284 5.61084 -2.49481
H 4.73063 1.61277 -2.77395
C -2.36555 2.68712 -1.57897
C 1.06984 4.92539 -2.48475
C -5.11396 -2.61542 0.47469
C -0.91923 -1.16512 2.69604
P 0.37218 -0.70147 1.54660
Se 0.12504 -1.28159 -0.61494
C -1.24678 3.61826 -1.81996
C -4.47469 2.07550 -1.36848
C 4.14303 -1.93682 2.51274
H -5.29940 2.15000 -2.06838
N -0.08320 2.99188 -1.76750
H -3.63763 0.51559 -2.60461
C 2.18575 2.67449 -1.92661
H -2.22456 -0.89923 0.10915
*
```

Formula: C35H29N3O6
Source: OMol25
Level of theory: ωB97M-V/def2-TZVPD

Output
**Maximum force**: 0.8 eV Å⁻¹
**Electronic energy**: -53523.7514 eV
**SMILES string**: CCOC(=O)[C@H](Cc1ccc(NC(=O)/C(=C/c2ccccc2)NC(=O)c2ccccc2)cc1)N1C(=O)c2ccccc2C1=O
**Frontier orbital gap**: 8.0 eV

```
! RIJCOSX wB97M-V def2-TZVPD def2/J DEFGRID3
* xyz 0 1
N 3.74182 -0.28997 0.11113
O -5.88298 1.30346 0.48981
C -1.57484 3.04577 -1.76009
C -2.60718 3.84182 -1.29015
C 5.92775 -1.94632 -0.83130
C -4.85389 1.02146 -0.07076
H -4.52321 -2.30035 -0.09291
H 7.11424 -4.71047 -2.37180
C 3.06256 0.82300 0.65087
O -6.80632 -1.14512 -0.97222
H -5.07519 -0.65895 2.43077
C -0.76017 -1.84859 1.61760
N -4.38035 -0.26914 -0.25809
C 1.57494 0.87081 0.90505
H 3.12366 2.84905 1.05103
C 5.57058 3.41079 0.00422
H 8.19330 0.83262 1.13536
H -2.51477 4.91643 -1.34201
H -8.39218 0.84266 -0.20520
H -3.29766 0.97677 2.17404
H 6.25256 -0.94434 -0.58680
C 4.33752 -3.74492 -0.71507
N 1.01236 -0.28296 1.30869
C 6.91343 3.65351 -0.20880
O -7.21093 -1.71962 1.16550
H 7.22509 4.57550 -0.67692
C -2.09500 -2.14861 1.79058
O 0.98924 1.93013 0.75254
C -4.93385 -1.42035 0.41866
H -9.69965 0.51500 -1.35777
H -8.34002 -1.43175 -2.25611
H -8.76089 -1.62101 -0.52481
H -4.74868 -2.39660 2.33275
C 6.11328 1.29848 1.00678
C 3.69219 -1.62479 0.34363
C -4.50466 -1.42531 1.90403
C -1.65558 1.65796 -1.70633
C -0.33567 -0.52079 1.57983
O -2.55635 -1.31802 -1.19361
C -8.63010 0.43638 -1.18519
C 6.79480 -2.77188 -1.52461
H 5.81092 0.40332 1.53178
O 2.90000 -2.17123 1.09952
C -3.75577 3.28214 -0.73803
H 3.37870 -4.11066 -0.38043
C 3.72225 1.98698 0.79138
H -0.03726 -2.63802 1.47436
C -3.82967 1.90685 -0.67335
H -4.55714 3.89745 -0.35909
H 7.76010 -2.39492 -1.82843
H -0.68779 3.50901 -2.16392
C 4.68388 -2.42606 -0.42664
C -2.58698 0.17896 2.00542
H 8.91155 2.91444 0.02118
H 4.51672 0.00658 -0.47051
C 5.14680 2.21868 0.59488
C -2.79282 1.10400 -1.15893
C -6.45587 -1.43424 0.27807
C 6.43335 -4.07463 -1.82616
C -3.14952 -0.30986 -0.90822
H 4.91954 -5.57843 -1.64254
C 5.20265 -4.56142 -1.41730
C -3.03271 -1.13663 1.95858
H -0.93466 1.52325 1.81212
H -0.85253 1.03203 -2.06124
H -8.10185 1.01854 -1.93630
H 1.61634 -1.11313 1.36098
C -8.20399 -1.02213 -1.25232
C -1.25601 0.49532 1.81301
H -2.41864 -3.17884 1.77140
C 7.45781 1.55136 0.80378
H 4.83161 4.13752 -0.29940
C 7.86179 2.72202 0.18404
*
```

Copy entry 2 word for word.
Formula: C35H29N3O2PRhSe2
Source: OMol25
Level of theory: ωB97M-V/def2-TZVPD

Output
**Maximum force**: 1.5 eV Å⁻¹
**Electronic energy**: -188309.1309 eV
**Frontier orbital gap**: 6.3 eV

```
! RIJCOSX wB97M-V def2-TZVPD def2/J DEFGRID3
* xyz 2 1
H 4.13601 -3.82183 -3.76133
H 5.09372 -1.87939 4.43176
C -4.07782 -0.33318 -0.74977
C -3.14963 -0.93278 3.56642
C 2.86924 -0.74363 -3.15182
H -0.16615 6.65633 -2.77137
C 4.59866 -2.61254 -2.05257
H -5.51189 -3.50852 0.93773
H 3.16167 -0.81716 5.55623
C 3.95382 -2.88655 -3.24867
H 2.94692 -1.89110 0.72809
C 3.32096 0.85872 -1.25741
C -3.58979 0.83907 -1.56018
C 4.20172 -1.64418 3.86562
H 0.13246 -2.95936 3.28972
C 3.08625 -1.94993 -3.79795
C -3.77651 -2.29392 0.61340
C 3.50177 -0.47227 -1.94204
H -6.99142 -2.03606 -0.39812
H 4.87194 -1.19230 -0.46156
C -0.79074 -2.39737 3.35258
O -3.57539 3.18791 -1.63336
H -3.12027 -2.93550 1.19087
C 2.99669 -1.64901 1.78277
C 3.11485 -1.05276 4.50158
H -2.28011 5.46469 -2.17698
H 3.45784 0.75542 -0.17950
C 4.27156 1.93138 -1.84225
C -3.26709 -1.14998 0.00893
H -4.84310 2.16518 -0.34741
H -6.08943 -0.03974 -1.48701
H 1.12361 -0.30944 4.28662
N 1.98662 1.47725 -1.48349
H -1.73886 -3.82789 4.62777
C 1.05051 3.59899 -2.09920
C -1.84042 -2.88274 4.11151
C -2.11084 -0.44421 2.79285
N -2.19374 1.41772 -1.41558
C 4.36606 -1.41019 -1.39664
C 1.96650 -0.76935 3.78664
C 1.90389 -1.07466 2.42030
H 2.58457 -2.15793 -4.73398
H 2.21298 -0.00659 -3.60323
C -3.02175 -2.15664 4.20840
O 3.40580 3.07231 -2.14767
H -2.21045 0.50989 2.29301
Se 0.22297 1.48877 1.11880
H -3.84503 -2.54560 4.79364
H 4.98940 -2.40308 2.02466
H 1.99827 5.40331 -2.76514
Rh -0.00746 1.02273 -1.21922
H 5.28530 -3.33425 -1.62884
C -5.94555 -1.78794 -0.27461
C -5.43142 -0.66082 -0.88841
H -4.06593 -0.36560 3.65913
H 5.03504 2.26660 -1.14806
C -1.32542 4.95752 -2.16188
C -0.14284 5.61084 -2.49481
H 4.73063 1.61277 -2.77395
C -2.36555 2.68712 -1.57897
C 1.06984 4.92539 -2.48475
C -5.11396 -2.61542 0.47469
C -0.91923 -1.16512 2.69604
P 0.37218 -0.70147 1.54660
Se 0.12504 -1.28159 -0.61494
C -1.24678 3.61826 -1.81996
C -4.47469 2.07550 -1.36848
C 4.14303 -1.93682 2.51274
H -5.29940 2.15000 -2.06838
N -0.08320 2.99188 -1.76750
H -3.63763 0.51559 -2.60461
C 2.18575 2.67449 -1.92661
H -2.22456 -0.89923 0.10915
*
```